The following is a DFT calculation (ωB97M-V with the def2-TZVPD basis set) of an isolated ion of composition C4H7ClN3O2S and charge +1 at a distorted geometry.

Output
Structure (SMILES): C/[NH+]=C1/N/C(Cl)=N\OSCO1
LUMO: -3.75 eV
Energy above the lowest of the compared OMol25 structures with the same formula, charge and spin: 29.3 kJ/mol
E: -36173.5068 eV
Orbital gap: 9.6 eV

ORCA input file:
```
! RIJCOSX wB97M-V def2-TZVPD def2/J DEFGRID3
* xyz 1 1
C -0.332 -0.256 0.032
C 1.860 -0.624 0.997
C 0.317 -0.484 -2.336
C -1.641 1.102 1.506
N -0.358 -0.998 -1.247
N -1.393 0.430 0.240
N 1.104 0.504 -2.158
O 1.272 0.947 -0.853
O 0.449 -0.426 1.081
S 2.566 0.833 0.032
Cl -0.055 -1.156 -3.816
H 2.014 -1.682 0.717
H 2.234 -0.584 2.000
H -0.859 1.744 1.798
H -1.468 0.364 2.369
H -2.582 1.681 1.345
H -0.970 -1.880 -1.344
H -2.159 0.485 -0.362
*
```